#i
A cluster of 2 separate species, H4O2 in total, computed with ωB97M-V/def2-TZVPD.

Values from the calculation:
M in g/mol: 36.0
Frontier orbital gap in eV: 11.84
HOMO energy in eV: -11.140
Structure (SMILES): O.O

```
! RIJCOSX wB97M-V def2-TZVPD def2/J DEFGRID3
* xyz 0 1
O 0.97119 0.72002 -0.29992
H 1.47210 -0.16636 -0.11408
H 1.52678 1.34827 0.19845
O -1.29629 -0.89848 0.38415
H -0.64034 -0.38325 -0.05510
H -2.03343 -0.62020 -0.11350
*
```



#ii
A cluster of 2 separate species, H4O2 in total, computed with ωB97M-V/def2-TZVPD.

Values from the calculation:
M in g/mol: 36.0
Frontier orbital gap in eV: 12.19
HOMO energy in eV: -11.267
Structure (SMILES): O.O

```
! RIJCOSX wB97M-V def2-TZVPD def2/J DEFGRID3
* xyz 0 1
O -0.26679 1.57604 -0.43894
H -0.16030 2.48749 -0.65839
H -0.96746 1.52404 0.17458
O 0.21142 -1.69707 0.36613
H 0.75191 -0.96058 0.00378
H 0.81885 -2.08272 1.06250
*
```



Most stable structure, least stable structure: #ii, #i.



#i
A cluster of 2 separate species, H4O2 in total, computed with ωB97M-V/def2-TZVPD.

Values from the calculation:
M in g/mol: 36.0
Frontier orbital gap in eV: 11.57
HOMO energy in eV: -11.011
Structure (SMILES): O.O

```
! RIJCOSX wB97M-V def2-TZVPD def2/J DEFGRID3
* xyz 0 1
O -1.37182 -0.05981 -0.09371
H -1.62676 -0.47748 0.76988
H -1.67398 0.87066 -0.00719
O 1.49500 -0.09546 -0.05608
H 1.74279 0.58108 0.54121
H 0.57254 0.26783 -0.10558
*
```



#ii
A cluster of 2 separate species, H4O2 in total, computed with ωB97M-V/def2-TZVPD.

Values from the calculation:
M in g/mol: 36.0
Frontier orbital gap in eV: 12.17
HOMO energy in eV: -11.354
Structure (SMILES): O.O

```
! RIJCOSX wB97M-V def2-TZVPD def2/J DEFGRID3
* xyz 0 1
O -0.77900 -0.66975 -0.94118
H -1.15379 -0.50154 -1.82460
H -1.31101 -0.11390 -0.37659
O 1.07568 0.84768 1.07314
H 0.80985 0.22602 0.36288
H 1.35827 0.21149 1.70634
*
```



Most stable structure, least stable structure: #ii, #i.



#i
A cluster of 2 separate species, H4O2 in total, computed with ωB97M-V/def2-TZVPD.

Values from the calculation:
M in g/mol: 36.0
Frontier orbital gap in eV: 11.86
HOMO energy in eV: -11.129
Structure (SMILES): O.O

```
! RIJCOSX wB97M-V def2-TZVPD def2/J DEFGRID3
* xyz 0 1
O -1.29099 -0.21381 0.02823
H -2.14635 -0.51622 -0.25689
H -1.23330 0.70673 -0.18932
O 1.72534 -0.28690 -0.07850
H 2.06429 0.59944 0.08392
H 0.88102 -0.28924 0.41257
*
```



#ii
A cluster of 2 separate species, H4O2 in total, computed with ωB97M-V/def2-TZVPD.

Values from the calculation:
M in g/mol: 36.0
Frontier orbital gap in eV: 11.41
HOMO energy in eV: -10.718
Structure (SMILES): O.O

```
! RIJCOSX wB97M-V def2-TZVPD def2/J DEFGRID3
* xyz 0 1
O -1.08363 -0.48928 -0.46232
H -0.39757 -1.13373 -0.85610
H -1.68799 -1.14481 -0.10196
O 1.16306 0.61277 0.38384
H 1.28720 0.79828 1.35784
H 0.16287 0.49234 0.22805
*
```



#iii
A cluster of 2 separate species, H4O2 in total, computed with ωB97M-V/def2-TZVPD.

Values from the calculation:
M in g/mol: 36.0
Frontier orbital gap in eV: 12.38
HOMO energy in eV: -11.441
Structure (SMILES): O.O

```
! RIJCOSX wB97M-V def2-TZVPD def2/J DEFGRID3
* xyz 0 1
O 0.71558 -1.53709 1.58437
H 1.18305 -1.14397 0.81289
H 1.43390 -1.78627 2.20901
O -0.76511 1.30917 -1.63043
H -0.95415 2.27453 -1.60585
H -1.61325 0.88363 -1.37001
*
```



#iv
A cluster of 3 separate species, H4O2 in total, computed with ωB97M-V/def2-TZVPD.

Values from the calculation:
M in g/mol: 36.0
Frontier orbital gap in eV: 11.11
HOMO energy in eV: -11.439

```
! RIJCOSX wB97M-V def2-TZVPD def2/J DEFGRID3
* xyz 0 1
H -1.03815 2.81542 -0.52304
H -0.51380 1.67580 0.61676
H 1.78748 -2.17440 0.24003
H 0.17245 -2.60276 0.52238
O -1.15051 2.45156 0.43574
O 1.09951 -2.41582 -0.54275
*
```



Most stable structure, least stable structure: #i, #iv.



#i
A cluster of 2 separate species, H4O2 in total, computed with ωB97M-V/def2-TZVPD.

Values from the calculation:
M in g/mol: 36.0
Frontier orbital gap in eV: 12.38
HOMO energy in eV: -11.511
Structure (SMILES): O.O

```
! RIJCOSX wB97M-V def2-TZVPD def2/J DEFGRID3
* xyz 0 1
O -0.93097 -1.41666 0.08109
H -1.32116 -0.56227 0.26597
H -1.36383 -1.82306 -0.68683
O 1.02587 1.49855 -0.19448
H 0.86927 0.57102 0.05185
H 1.72082 1.73242 0.48238
*
```



#ii
A cluster of 2 separate species, H4O2 in total, computed with ωB97M-V/def2-TZVPD.

Values from the calculation:
M in g/mol: 36.0
Frontier orbital gap in eV: 12.00
HOMO energy in eV: -11.235
Structure (SMILES): O.O

```
! RIJCOSX wB97M-V def2-TZVPD def2/J DEFGRID3
* xyz 0 1
O 0.96916 -0.73261 -1.01907
H 0.33024 -1.50684 -1.09797
H 1.68299 -1.11231 -1.60036
O -1.29759 1.06265 1.00650
H -1.16992 1.79245 1.66669
H -0.51488 0.49667 1.04421
*
```



Most stable structure, least stable structure: #i, #ii.